C25H44ClN2O6 | wB97M-V/def2-TZVPD

Geometry as XYZ:
```
78
Properties=species:S:1:pos:R:3:forces:R:3
C -2.79376 3.84011 2.49790 -0.3 -0.3 -0.2
C -2.30345 2.52052 1.85788 -0.1 0.4 0.4
C -3.47138 1.70534 1.32354 0.1 0.1 -0.1
C -3.20025 0.42165 0.52543 0.2 0.2 0.1
C -2.17310 0.65055 -0.57582 -0.1 0.1 -0.1
C -2.99826 -0.87525 1.35015 -0.3 0.2 0.2
N -3.90687 -0.87592 2.51246 0.3 -0.4 0.0
C -3.32203 -0.47466 3.76764 -0.1 0.0 0.0
C -2.13463 -1.36072 4.18510 -0.1 0.2 0.1
Cl -2.53726 -2.51219 5.45434 0.0 -0.2 0.2
N -1.70709 -2.15941 3.01083 0.0 -0.2 -0.3
C -1.54166 -1.29231 1.72595 -0.1 -0.1 -0.2
C -0.89220 -2.25581 0.71872 0.3 -0.2 -0.2
O -0.19720 -1.51400 -0.22433 -0.2 0.0 0.0
C 0.19449 -2.23456 -1.39845 0.1 -0.2 -0.2
C 1.69428 -2.18042 -1.60363 -0.2 -0.4 -0.3
O -0.76930 -0.22429 2.04768 0.0 0.3 0.3
C 0.59281 -0.48831 2.40080 0.6 -0.1 0.1
C 1.25332 0.78427 2.88509 -0.1 -0.1 0.0
C 2.64041 0.42810 3.42124 0.0 0.2 0.0
C 1.26309 1.89777 1.83155 0.5 -0.2 0.1
C 2.37870 1.86458 0.78266 -0.3 0.2 -0.5
C 2.32198 3.18362 -0.02865 0.2 -0.3 0.2
C 2.23294 0.64776 -0.15144 0.0 0.4 0.3
H -2.32430 4.70450 2.04063 0.2 0.1 0.1
H -2.62507 3.85977 3.56993 0.1 0.1 0.1
H -3.86642 3.96100 2.35060 -0.1 0.0 0.0
H -1.60753 2.76901 1.06350 0.1 -0.1 -0.1
H -1.75292 1.96836 2.61619 0.2 -0.2 -0.1
H -4.16370 1.51499 2.14040 -0.2 -0.1 0.0
H -4.00831 2.36111 0.63661 -0.1 0.0 -0.1
H -4.13821 0.22807 0.00554 -0.2 -0.1 0.1
H -2.50880 1.48664 -1.18689 0.0 0.1 0.0
H -2.09624 -0.21064 -1.23543 0.1 -0.1 0.0
H -1.18539 0.89214 -0.19855 0.1 -0.1 0.0
H -3.36114 -1.68236 0.71727 0.0 -0.1 -0.1
H -4.36681 -1.77135 2.61691 -0.2 0.1 -0.1
H -4.07927 -0.53653 4.54287 -0.1 0.0 0.1
H -2.99206 0.55858 3.72285 0.1 0.1 -0.1
H -1.28270 -0.77768 4.51090 0.1 0.0 0.0
H -0.84728 -2.66953 3.21378 0.1 0.1 0.1
H -2.40826 -2.87386 2.80492 -0.1 0.0 0.1
H -0.20609 -2.94179 1.24337 0.0 0.0 0.1
H -1.66369 -2.87662 0.25563 -0.1 -0.1 0.0
H -0.32605 -1.79454 -2.24700 -0.1 0.1 -0.1
H -0.12621 -3.27514 -1.33748 -0.1 -0.1 0.2
H 1.99580 -1.28286 -2.13317 0.1 0.2 0.2
H 2.22308 -2.27953 -0.66009 0.1 0.1 0.1
H 1.97417 -3.02698 -2.22750 0.1 0.0 -0.1
H 0.65022 -1.21312 3.22370 -0.1 -0.1 0.1
H 1.14052 -0.90679 1.55843 -0.2 0.0 -0.1
H 0.65606 1.12871 3.73403 -0.1 0.2 0.0
H 3.13179 -0.32596 2.80851 0.1 0.0 -0.1
H 2.58859 0.05973 4.44285 0.0 -0.2 0.1
H 3.27744 1.30663 3.43416 0.1 0.1 0.0
H 1.34623 2.83762 2.37553 -0.1 0.2 0.0
H 0.32128 1.89168 1.28979 -0.2 0.2 0.1
H 3.34915 1.82624 1.26754 0.1 -0.1 0.2
H 1.73835 3.94220 0.48632 -0.1 0.1 0.0
H 1.89079 3.02612 -1.01263 -0.2 0.0 -0.1
H 3.31998 3.59077 -0.16962 0.1 0.0 -0.1
H 1.18160 0.36758 -0.23168 0.1 0.0 -0.1
H 2.79643 -0.21041 0.21012 0.0 -0.1 0.0
H 2.57416 0.88616 -1.15375 0.2 0.0 -0.1
C 1.11429 -0.80739 -5.86872 -0.1 -0.1 0.1
C 1.75720 0.16214 -6.53752 -0.2 0.0 0.0
C 3.20139 0.02558 -6.95713 0.3 -0.3 0.0
O 3.68793 0.95783 -7.56527 -0.1 0.1 0.0
C 3.91157 -1.19225 -6.61065 0.1 0.1 -0.1
C 3.26663 -2.15853 -5.94402 0.1 0.0 -0.1
C 1.82213 -2.02480 -5.53448 -0.2 0.3 0.0
O 1.32774 -2.95961 -4.92517 0.1 -0.1 0.1
O 3.82917 -3.30393 -5.58705 0.0 0.0 0.0
O 1.19791 1.30557 -6.88552 0.0 0.0 0.0
H 0.07953 -0.71977 -5.56912 0.0 0.0 0.0
H 4.94647 -1.27991 -6.90912 0.0 0.0 0.0
H 3.13322 -3.82628 -5.14534 0.0 0.0 0.0
H 1.88207 1.81303 -7.36661 0.0 0.0 0.0
```
Positions in Å, forces in eV/Å.

- LUMO: -0.1153 hartree
- HOMO-LUMO gap: 8.2467 eV
- E_HOMO: -11.38 eV
- Net charge: +1
- Calculated total energy: -1999.864797 Ha
- Spin multiplicity: 1